C5H11N2 | ωB97M-V/def2-TZVPD

E_tot (a.u.): -306.147273
F_max (eV Å⁻¹): 4.1
Net charge: +1
Spin multiplicity: 3
Frontier orbital gap (alpha / beta) (Eh): 0.253 / 0.330

Element x y z (Å)
C  0.07  -1.76  0.34
C  1.38  -1.28  0.00
C  1.33  0.06  -0.60
C  -1.63  -0.27  -0.50
C  0.94  1.27  0.28
N  -0.98  -1.14  0.06
N  -2.48  0.78  0.11
H  -0.07  -2.80  0.62
H  2.00  -1.11  0.87
H  1.80  -1.93  -0.75
H  2.31  0.30  -0.96
H  0.88  0.09  -1.64
H  0.44  2.21  -0.27
H  1.86  1.76  0.66
H  0.32  1.00  1.23
H  -2.02  1.68  -0.05
H  -2.77  0.40  0.99
H  -3.38  0.74  -0.40

These are the Mulliken partial charges, in e, on atoms 1 to 8: atom 1 (C): -0.15, atom 2 (C): -0.29, atom 3 (C): -0.68, atom 4 (C): -0.19, atom 5 (C): -1.04, atom 6 (N): -0.18, atom 7 (N): -0.21, atom 8 (H): 0.41

***

C5H11N2 | ωB97M-V/def2-TZVPD

E_tot (a.u.): -306.119302
F_max (eV Å⁻¹): 4.9
Net charge: +1
Spin multiplicity: 3
Frontier orbital gap (alpha / beta) (Eh): 0.191 / 0.291

Element x y z (Å)
C  -1.39  -1.28  0.00
C  -1.38  -2.64  -0.21
C  1.39  1.55  1.12
C  2.34  0.40  -0.66
C  -1.90  1.22  0.03
N  1.26  0.72  0.16
N  -1.62  -0.16  0.11
H  -1.03  -2.96  -1.16
H  -0.68  -3.24  0.42
H  2.37  1.96  1.41
H  0.61  1.72  1.71
H  2.27  0.93  -1.67
H  3.25  0.70  -0.18
H  2.50  -0.65  -0.90
H  -2.34  1.55  0.89
H  -0.83  1.62  -0.14
H  -2.49  1.50  -0.85
H  -2.31  -2.95  -0.06

These are the Mulliken partial charges, in e, on atoms 1 to 8: atom 1 (C): 0.66, atom 2 (C): -1.20, atom 3 (C): -0.71, atom 4 (C): -0.88, atom 5 (C): -0.52, atom 6 (N): 0.00, atom 7 (N): 0.10, atom 8 (H): 0.35

***

C5H11N2O | ωB97M-V/def2-TZVPD

SMILES: N/C=[NH+]\CCCC=O
E_tot (a.u.): -381.603193
F_max (eV Å⁻¹): 3.3
Net charge: +1
Frontier orbital gap (Eh): 0.359

Element x y z (Å)
O  -0.95  -1.51  1.76
C  -1.82  -0.67  1.77
C  -1.54  0.75  1.34
C  -0.43  0.85  0.32
C  -0.32  -0.09  -0.88
N  2.33  0.37  -1.44
C  1.95  -0.76  -0.88
N  0.69  -1.10  -0.69
H  -2.76  -0.97  2.27
H  -2.47  1.02  0.79
H  -1.40  1.37  2.20
H  0.51  1.02  0.92
H  -0.47  1.90  -0.04
H  -1.26  -0.65  -1.15
H  -0.36  0.46  -1.82
H  1.83  1.11  -1.90
H  3.35  0.36  -1.65
H  2.71  -1.43  -0.53
H  0.43  -2.03  -0.39

These are the Mulliken partial charges, in e, on atoms 1 to 8: atom 1 (O): -0.49, atom 2 (C): -0.07, atom 3 (C): -0.69, atom 4 (C): -0.37, atom 5 (C): -1.10, atom 6 (N): -0.29, atom 7 (C): 0.01, atom 8 (N): 0.02

***

C5H11N2O | ωB97M-V/def2-TZVPD

E_tot (a.u.): -381.508264
F_max (eV Å⁻¹): 4.8
Net charge: +1
Frontier orbital gap (Eh): 0.354

Element x y z (Å)
C  -0.73  1.05  -0.10
C  -1.79  1.47  0.61
C  -0.33  -0.80  -0.55
C  1.98  -0.28  -0.20
C  -1.47  -1.77  -0.08
N  0.94  -0.91  0.20
N  0.45  1.64  -0.56
O  3.02  0.04  0.46
H  -1.61  2.45  0.94
H  -2.62  0.99  1.13
H  -0.09  -0.87  -1.62
H  2.14  0.08  -1.28
H  -1.83  -1.46  0.84
H  -1.01  -2.72  0.14
H  -2.17  -1.74  -0.81
H  0.63  -1.27  1.09
H  0.73  1.63  -1.50
H  0.70  2.57  -0.19
H  3.07  -0.12  1.50

These are the Mulliken partial charges, in e, on atoms 1 to 8: atom 1 (C): 0.49, atom 2 (C): -0.87, atom 3 (C): -0.06, atom 4 (C): 0.34, atom 5 (C): -1.58, atom 6 (N): -0.09, atom 7 (N): -0.46, atom 8 (O): -0.44

***

C5H11N2O | ωB97M-V/def2-TZVPD

SMILES: N/C(=C\[NH3+])CCC=O
E_tot (a.u.): -381.589592
F_max (eV Å⁻¹): 1.1
Net charge: +1
Frontier orbital gap (Eh): 0.343

Element x y z (Å)
O  -2.66  -0.77  -0.38
C  -2.01  -1.07  -1.35
C  -0.50  -1.17  -1.23
C  0.09  0.28  -1.15
C  0.58  0.51  0.26
C  1.88  0.81  0.43
N  2.56  0.78  1.72
N  -0.38  0.45  1.20
H  -2.45  -1.19  -2.35
H  -0.25  -1.75  -0.35
H  -0.02  -1.76  -2.00
H  0.90  0.33  -1.86
H  -0.68  1.04  -1.29
H  2.52  0.98  -0.42
H  1.89  0.81  2.50
H  3.10  -0.07  1.90
H  3.21  1.55  1.89
H  -1.28  0.01  0.97
H  -0.29  0.87  2.10

These are the Mulliken partial charges, in e, on atoms 1 to 8: atom 1 (O): -0.48, atom 2 (C): 0.04, atom 3 (C): -0.73, atom 4 (C): -0.78, atom 5 (C): 0.87, atom 6 (C): -0.96, atom 7 (N): -0.26, atom 8 (N): -0.34

***

C5H11N2O | ωB97M-V/def2-TZVPD

E_tot (a.u.): -381.356467
F_max (eV Å⁻¹): 5.4
Net charge: +1
Frontier orbital gap (Eh): 0.175

Element x y z (Å)
O  3.03  0.51  -1.23
C  3.30  0.38  -0.06
C  2.34  0.03  0.96
C  0.91  -0.14  0.70
C  0.61  -1.14  -0.45
N  -4.27  0.39  -0.50
C  -3.04  -0.18  -0.04
N  -1.99  0.24  0.62
H  4.34  0.51  0.28
H  0.84  -2.15  -0.14
H  2.67  0.02  2.00
H  0.45  0.83  0.42
H  0.38  -0.46  1.60
H  -0.44  -1.08  -0.77
H  1.24  -0.94  -1.31
H  -4.20  1.31  -0.94
H  -4.11  0.23  0.60
H  -3.04  -1.25  -0.34
H  -2.36  1.02  1.16

These are the Mulliken partial charges, in e, on atoms 1 to 8: atom 1 (O): -0.29, atom 2 (C): -0.09, atom 3 (C): 0.11, atom 4 (C): -0.23, atom 5 (C): -0.84, atom 6 (N): -0.48, atom 7 (C): -0.19, atom 8 (N): -0.49

***

C5H11N2O | ωB97M-V/def2-TZVPD

E_tot (a.u.): -381.639761
F_max (eV Å⁻¹): 2.4
Net charge: +1
Frontier orbital gap (Eh): 0.384

Element x y z (Å)
C  -0.42  -0.80  -1.70
C  0.28  0.22  -1.11
C  -0.35  0.93  -3.13
N  -0.78  -0.30  -2.92
N  0.33  1.23  -2.00
C  0.62  -0.70  1.30
C  1.03  0.32  0.22
H  -0.72  -1.81  -1.41
H  -0.55  1.63  -3.94
H  -1.32  -0.87  -3.60
H  1.00  2.01  -1.96
H  -0.47  -0.85  1.44
H  1.05  -0.35  2.25
H  1.07  -1.66  1.03
H  0.94  1.38  0.55
H  2.09  0.13  0.00
O  -1.31  -0.49  4.76
H  -0.48  -0.03  5.01
H  -2.02  0.01  5.22

These are the Mulliken partial charges, in e, on atoms 1 to 8: atom 1 (C): -0.36, atom 2 (C): 0.20, atom 3 (C): -0.25, atom 4 (N): -0.04, atom 5 (N): -0.07, atom 6 (C): -1.26, atom 7 (C): -0.25, atom 8 (H): 0.40

***

C5H11N2O | ωB97M-V/def2-TZVPD

SMILES: C/C=N/[C@@]1([NH3+])C[C@H]1O
E_tot (a.u.): -381.518691
F_max (eV Å⁻¹): 3.9
Net charge: +1
Frontier orbital gap (Eh): 0.373

Element x y z (Å)
C  1.55  -0.45  -0.04
C  -1.52  -0.18  -1.20
C  -1.60  -0.78  0.19
C  -0.74  0.43  -0.04
C  3.01  -0.16  0.13
N  0.66  0.41  0.16
N  -1.16  1.81  0.55
O  -0.89  -1.97  0.47
H  1.19  -1.56  -0.35
H  -0.94  -0.82  -1.73
H  -2.45  0.34  -1.60
H  -2.43  -0.71  0.82
H  3.55  -0.74  -0.56
H  3.22  0.90  0.14
H  3.23  -0.24  1.14
H  -0.44  2.41  0.19
H  -0.82  1.85  1.50
H  -2.18  2.06  0.33
H  -1.23  -2.60  -0.11

These are the Mulliken partial charges, in e, on atoms 1 to 8: atom 1 (C): 0.26, atom 2 (C): -0.93, atom 3 (C): -0.13, atom 4 (C): 0.56, atom 5 (C): -1.22, atom 6 (N): -0.56, atom 7 (N): -0.22, atom 8 (O): -0.51

***

C5H11N2OSi2 | ωB97M-V/def2-TZVPD

E_tot (a.u.): -960.444283
F_max (eV Å⁻¹): 6.3
Net charge: +1
Frontier orbital gap (alpha / beta) (Eh): 0.266 / 0.266

Element x y z (Å)
C  -2.36  1.66  -0.04
C  -3.39  0.63  0.30
C  -1.01  1.61  -0.30
C  -3.25  -0.75  0.09
C  0.21  -0.66  -0.12
N  0.02  0.64  -0.03
N  -2.81  -1.83  0.05
O  2.98  -0.78  -0.10
Si  3.70  0.67  0.17
Si  1.85  -1.87  -0.07
H  -2.84  2.57  0.13
H  -4.26  0.96  0.75
H  -0.53  2.55  -0.30
H  0.94  1.13  0.08
H  -2.93  -2.68  -0.46
H  -1.11  -1.19  0.08
H  2.59  1.16  0.98
H  3.33  1.22  -1.23
H  5.02  0.18  0.69
H  1.83  -3.04  0.82
H  2.01  -2.17  -1.49

These are the Mulliken partial charges, in e, on atoms 1 to 8: atom 1 (C): -0.11, atom 2 (C): -0.77, atom 3 (C): -0.27, atom 4 (C): 0.40, atom 5 (C): 0.26, atom 6 (N): 0.06, atom 7 (N): -0.31, atom 8 (O): 0.18

***

C5H11N2S | ωB97M-V/def2-TZVPD

E_tot (a.u.): -704.445902
F_max (eV Å⁻¹): 4.4
Net charge: +1
Frontier orbital gap (Eh): 0.330

Element x y z (Å)
C  1.93  1.14  0.03
C  -1.22  -0.73  -1.08
C  -1.53  -0.18  1.26
C  2.57  -0.23  0.26
C  -0.05  -0.20  -0.19
N  0.54  0.97  -0.44
N  -2.29  -0.47  -0.02
S  1.26  -1.44  0.10
H  1.96  1.79  0.96
H  2.30  1.80  -0.77
H  -1.30  -0.34  -2.19
H  -1.14  -1.87  -1.27
H  -1.54  -1.04  1.82
H  -1.90  0.60  1.87
H  3.41  -0.35  -0.57
H  2.96  -0.30  1.35
H  -0.05  1.84  -0.73
H  -2.95  0.29  -0.44
H  -2.95  -1.29  0.06

These are the Mulliken partial charges, in e, on atoms 1 to 8: atom 1 (C): -0.65, atom 2 (C): -0.89, atom 3 (C): -0.84, atom 4 (C): -0.29, atom 5 (C): 0.72, atom 6 (N): -0.31, atom 7 (N): -0.12, atom 8 (S): -0.14

***

C5H11N3 | ωB97M-V/def2-TZVPD

SMILES: C=NN(/C=N\C)CC
E_tot (a.u.): -361.232412
F_max (eV Å⁻¹): 3.8
Frontier orbital gap (Eh): 0.367

Element x y z (Å)
C  -1.86  -0.77  0.96
C  -1.11  0.59  0.97
C  1.26  -0.12  0.25
C  0.26  -1.69  -1.14
C  1.56  2.23  -0.86
H  -2.35  -0.94  -0.04
H  -2.57  -0.85  1.74
H  -1.08  -1.46  1.30
H  -0.64  0.78  1.89
H  -1.50  1.53  0.72
H  2.08  0.28  0.80
H  -0.39  -0.92  -1.52
H  -0.46  -2.22  -0.51
H  0.57  -2.56  -1.96
H  2.16  1.50  -1.57
H  1.92  3.29  -0.69
N  0.10  0.60  -0.03
N  1.50  -1.23  -0.28
N  0.57  1.96  -0.04

These are the Mulliken partial charges, in e, on atoms 1 to 8: atom 1 (C): -1.17, atom 2 (C): -0.55, atom 3 (C): -0.32, atom 4 (C): -0.77, atom 5 (C): -0.31, atom 6 (H): 0.27, atom 7 (H): 0.42, atom 8 (H): 0.31

***

C5H11N3 | ωB97M-V/def2-TZVPD

E_tot (a.u.): -361.261310
F_max (eV Å⁻¹): 1.7
Frontier orbital gap (Eh): 0.313

Element x y z (Å)
C  -1.37  0.16  0.95
C  -0.51  -1.18  -0.90
C  0.22  1.98  -1.06
N  -0.18  -0.26  0.20
C  0.79  0.87  -0.23
C  1.23  -0.81  1.20
N  1.88  0.66  0.30
N  1.68  -1.99  1.10
H  1.70  -2.36  0.16
H  1.09  -0.37  2.18
H  -1.80  -0.72  1.45
H  -2.12  0.60  0.29
H  -1.08  0.90  1.70
H  -1.21  -0.71  -1.59
H  -0.95  -2.09  -0.48
H  0.40  -1.45  -1.43
H  0.99  2.73  -1.20
H  -0.65  2.44  -0.58
H  -0.09  1.61  -2.04

These are the Mulliken partial charges, in e, on atoms 1 to 8: atom 1 (C): -1.08, atom 2 (C): -1.18, atom 3 (C): -1.17, atom 4 (N): 0.18, atom 5 (C): 0.66, atom 6 (C): 0.17, atom 7 (N): -0.70, atom 8 (N): -0.75

***

C5H11N3 | ωB97M-V/def2-TZVPD

SMILES: C=C[C@@H](N)N(C)N=C
E_tot (a.u.): -361.284428
F_max (eV Å⁻¹): 2.1
Frontier orbital gap (Eh): 0.340

Element x y z (Å)
C  0.87  0.02  1.76
N  1.83  0.22  -0.99
C  0.42  0.10  -0.66
N  0.25  -0.65  0.60
H  2.32  0.61  -0.20
H  2.19  -0.73  -1.08
H  0.00  -0.50  -1.47
H  0.36  -0.26  2.69
H  1.91  -0.30  1.87
H  0.84  1.11  1.71
C  -0.26  1.44  -0.70
C  -1.36  -2.13  0.12
C  -1.51  1.64  -1.14
N  -1.00  -1.15  0.88
H  0.30  2.30  -0.35
H  -0.73  -2.56  -0.68
H  -2.35  -2.59  0.26
H  -1.96  2.62  -1.13
H  -2.13  0.80  -1.47

These are the Mulliken partial charges, in e, on atoms 1 to 8: atom 1 (C): -0.86, atom 2 (N): -0.73, atom 3 (C): -0.13, atom 4 (N): 0.47, atom 5 (H): 0.30, atom 6 (H): 0.32, atom 7 (H): 0.57, atom 8 (H): 0.32

***

C5H11N3 | ωB97M-V/def2-TZVPD

SMILES: C=NN1CC[C@@H]1CN
E_tot (a.u.): -361.279740
F_max (eV Å⁻¹): 4.0
Frontier orbital gap (Eh): 0.363

Element x y z (Å)
C  -1.69  1.08  -0.49
C  -0.72  0.20  0.30
C  -1.06  -1.24  0.72
C  0.39  -1.54  0.38
C  2.74  -0.27  -0.39
H  -0.96  2.89  -0.03
H  -0.02  1.98  -0.96
H  -2.63  1.23  0.21
H  -2.01  0.52  -1.37
H  -0.44  0.81  1.19
H  -1.21  -1.40  1.81
H  -1.80  -1.79  0.05
H  0.66  -2.52  -0.19
H  1.07  -1.49  1.25
H  3.66  0.42  -0.50
H  2.91  -1.31  -0.23
N  -1.00  2.34  -0.88
N  0.49  -0.32  -0.44
N  1.62  0.40  -0.43

These are the Mulliken partial charges, in e, on atoms 1 to 8: atom 1 (C): -0.71, atom 2 (C): 0.05, atom 3 (C): -0.40, atom 4 (C): -0.74, atom 5 (C): -0.38, atom 6 (H): 0.30, atom 7 (H): 0.36, atom 8 (H): 0.26

***

Relative energy (zero: lowest compared OMol25 entry of this formula, charge and spin) across the listed records, respectively: 2.486, 3.247, 1.654, 4.237, 2.024, 8.367, 0.659, 3.953, 4.503, 3.937, 4.272, 3.485, 2.856, 2.984 eV.